Record 1
19
Properties=species:S:1:pos:R:3:forces:R:3:nbo_charge:R:1 method="wB97M-V/def2-TZVPD" homo_ha=-0.4134 e_above_lowest_kcal_mol=2.82 smiles=CCC.CC orbital_gap_ha=0.454
C 1.1839 1.1465 -1.6098 0.3 0.2 0.0 -0.6040
C 1.2483 0.9528 -0.1046 -0.6 -0.8 0.5 -0.3977
C 2.6240 1.0881 0.5480 -0.3 0.3 0.0 -0.6084
H 1.6190 0.3253 -2.1769 0.0 -0.2 0.1 0.2019
H 1.7416 2.0342 -1.9121 -0.1 0.2 0.0 0.1982
H 0.1474 1.2543 -1.9159 -0.1 0.0 -0.2 0.2087
H 0.5299 1.6092 0.3915 0.2 0.4 -0.2 0.1947
H 0.8201 -0.0391 0.1299 0.3 0.2 -0.1 0.1917
H 2.5134 1.3912 1.5940 0.1 -0.2 -0.1 0.2090
H 3.1744 0.1479 0.5259 0.2 0.1 -0.1 0.2052
H 3.1905 1.8816 0.0533 0.1 -0.2 0.0 0.2006
C -2.0840 -1.5936 1.2523 -0.1 -0.1 0.2 -0.6036
C -2.6247 -1.3439 -0.1530 0.4 0.0 0.2 -0.6042
H -2.5283 -0.9224 1.9875 0.1 0.3 -0.1 0.2006
H -2.3335 -2.5870 1.6220 0.0 -0.2 -0.2 0.2004
H -0.9941 -1.5001 1.2867 -0.2 0.1 0.0 0.2011
H -2.3529 -0.3353 -0.4778 -0.1 -0.1 -0.1 0.2010
H -3.7057 -1.4546 -0.1990 0.0 0.0 0.0 0.2034
H -2.1695 -2.0552 -0.8417 -0.1 0.0 -0.2 0.2016

***

Record 2
19
Properties=species:S:1:pos:R:3:forces:R:3:nbo_charge:R:1 method="wB97M-V/def2-TZVPD" homo_ha=-0.4174 e_above_lowest_kcal_mol=15.09 smiles=CCC.CC orbital_gap_ha=0.458
C 0.3450 1.1515 0.4612 -1.4 1.9 -1.4 -0.6381
C 1.2162 0.7620 1.6379 -0.4 -0.8 -0.4 -0.4039
C 2.6955 1.0089 1.3695 -0.2 0.9 0.7 -0.5997
H 0.6605 2.1455 0.0984 0.6 -0.3 0.0 0.2001
H 0.1269 0.6090 -0.4660 1.2 -0.8 0.3 0.2154
H -0.6930 1.4580 0.6383 -0.1 -0.5 1.2 0.2117
H 0.8408 1.3705 2.4599 0.4 0.1 0.2 0.2036
H 1.0962 -0.2673 1.9872 -0.3 -0.1 -0.3 0.1989
H 2.8159 2.0902 1.2452 0.3 -0.1 -0.1 0.1983
H 3.2594 0.7233 2.2590 0.2 0.0 -0.2 0.2060
H 3.1167 0.5291 0.4909 -0.2 -0.3 -0.1 0.2074
C -2.1273 -1.2068 -2.2048 -1.5 0.9 0.8 -0.6124
C -1.7068 -1.7289 -0.8185 0.3 0.0 -1.2 -0.6094
H -3.1353 -1.5457 -2.4672 0.3 -0.6 -0.3 0.2015
H -2.3472 -0.1328 -2.1684 0.7 0.1 0.0 0.2008
H -1.4058 -1.3993 -2.9866 0.0 -0.2 -0.1 0.2065
H -1.9755 -2.7819 -0.7587 0.3 -0.1 0.3 0.2033
H -0.6266 -1.5892 -0.7885 0.0 -0.3 0.5 0.2035
H -2.1555 -1.1961 0.0113 -0.2 0.1 0.0 0.2067

***

Record 3
19
Properties=species:S:1:pos:R:3:forces:R:3:nbo_charge:R:1 method="wB97M-V/def2-TZVPD" homo_ha=-0.4158 e_above_lowest_kcal_mol=4.29 smiles=CCC.CC orbital_gap_ha=0.457
C 1.2665 -1.1284 -1.0334 1.0 -0.9 0.5 -0.6181
C 0.5011 -0.4914 -2.1782 -0.5 0.4 0.4 -0.4001
C -0.9879 -0.8650 -2.1979 0.5 -0.1 -0.3 -0.5997
H 0.7242 -1.2889 -0.0905 -0.3 0.2 -0.4 0.2047
H 1.6744 -2.1107 -1.3066 -0.4 0.0 -0.1 0.2032
H 2.1732 -0.5997 -0.7279 -0.1 0.4 -0.2 0.2101
H 0.9357 -0.7778 -3.1349 0.2 0.1 0.0 0.1993
H 0.5734 0.5965 -2.1060 0.1 0.0 0.0 0.1929
H -1.4399 -0.7897 -1.2058 -0.1 0.2 -0.2 0.2016
H -1.0848 -1.8962 -2.5262 -0.2 -0.2 0.0 0.1992
H -1.5049 -0.2466 -2.9370 -0.2 0.0 0.3 0.2069
C -0.8593 1.0566 2.9741 -0.3 -0.8 -0.1 -0.6069
C 0.1249 1.3782 1.8591 0.4 0.0 0.3 -0.6066
H -0.3611 1.1030 3.9390 -0.1 0.4 0.2 0.2035
H -1.7722 1.6482 2.9698 0.1 0.3 0.1 0.2033
H -1.2038 0.0172 2.9267 0.1 0.0 -0.3 0.1993
H 0.5332 2.3823 1.9651 -0.1 0.1 0.1 0.2016
H -0.2719 1.3120 0.8476 -0.2 -0.2 0.0 0.2035
H 0.9793 0.7004 1.9633 -0.1 0.0 -0.3 0.2023

***

Record 4
19
Properties=species:S:1:pos:R:3:forces:R:3:nbo_charge:R:1 method="wB97M-V/def2-TZVPD" homo_ha=-0.4079 e_above_lowest_kcal_mol=19.07 smiles=CCC.CC orbital_gap_ha=0.450
C 0.5918 -0.3527 -0.7667 -1.8 -0.2 0.4 -0.6221
C 0.2198 0.7434 -1.7761 2.4 -0.2 -1.1 -0.4067
C 1.3103 0.9587 -2.8305 0.1 -0.8 -2.5 -0.6121
H -0.4026 -0.7753 -0.5249 0.7 -0.2 0.5 0.2089
H 1.0080 0.0733 0.1281 0.1 0.3 0.5 0.2032
H 1.2367 -1.2006 -0.9932 0.1 0.3 -0.9 0.2127
H -0.6588 0.4837 -2.3619 -0.4 0.2 0.5 0.2025
H 0.1988 1.7165 -1.2861 -1.0 -0.2 0.2 0.2082
H 2.2463 1.4155 -2.5341 -0.1 0.4 0.4 0.2040
H 1.6311 0.0464 -3.3715 -0.2 -0.3 0.9 0.1974
H 0.9279 1.4551 -3.7564 0.1 0.6 1.0 0.2047
C -0.6244 -1.0762 3.0119 -0.3 -0.3 1.8 -0.6213
C -1.4944 -0.1791 2.1571 0.0 -0.3 -1.2 -0.6174
H -1.2375 -1.9318 3.3400 0.6 -0.1 -0.4 0.2039
H 0.3686 -1.3712 2.6527 -0.6 -0.2 -0.6 0.2123
H -0.3662 -0.6278 3.9739 -0.1 0.4 0.0 0.2030
H -2.1565 -0.7954 1.5376 0.0 0.0 0.1 0.1997
H -2.1638 0.5059 2.6838 0.4 0.0 0.2 0.2102
H -0.8808 0.3285 1.4126 -0.2 0.5 0.3 0.2089

***

Record 5
19
Properties=species:S:1:pos:R:3:forces:R:3:nbo_charge:R:1 method="wB97M-V/def2-TZVPD" homo_ha=-0.4100 e_above_lowest_kcal_mol=15.51 smiles=CCC.CC orbital_gap_ha=0.451
C -1.7225 0.6346 0.2024 -0.1 0.6 0.6 -0.6161
C -0.7759 1.5037 1.0255 0.4 0.9 1.0 -0.3949
C -0.8769 1.3792 2.5832 -0.1 0.9 -1.4 -0.6065
H -1.7271 1.0268 -0.8214 -0.2 -0.6 0.1 0.2151
H -1.5006 -0.4256 0.2925 0.6 -0.1 -0.5 0.2045
H -2.7249 0.6434 0.6218 -0.4 0.6 -0.1 0.2020
H -0.8939 2.5912 0.8583 -0.3 -0.5 -0.5 0.1929
H 0.2554 1.3337 0.7241 0.1 -0.3 -0.1 0.1944
H -1.3090 0.4362 2.8219 -0.1 -0.9 0.6 0.1991
H -1.5460 2.1660 2.9474 0.0 -0.2 0.1 0.2007
H 0.1007 1.5429 3.0329 -0.1 -0.3 0.2 0.2090
C 1.3912 -0.8957 -1.9018 -2.0 -0.2 0.6 -0.6232
C 1.8711 -2.3416 -1.6419 -0.3 1.0 -1.0 -0.6165
H 2.1618 -0.1566 -2.0572 0.3 0.1 0.5 0.2078
H 0.6938 -0.7519 -2.7373 0.5 -0.6 -0.4 0.2036
H 0.6692 -0.6543 -1.1144 0.7 0.7 0.4 0.2083
H 1.5290 -2.8212 -0.7349 -0.1 0.4 0.4 0.2059
H 1.4594 -2.9282 -2.4447 0.4 -0.6 -0.4 0.2067
H 2.9453 -2.2825 -1.6564 0.4 -0.7 -0.1 0.2074

***

Record 6
19
Properties=species:S:1:pos:R:3:forces:R:3:nbo_charge:R:1 method="wB97M-V/def2-TZVPD" homo_ha=-0.4179 e_above_lowest_kcal_mol=4.71 smiles=CCC.CC orbital_gap_ha=0.460
C -0.7317 -1.4393 1.0189 0.0 0.3 0.9 -0.6048
C -0.6298 -0.0571 1.6989 0.4 -0.3 -0.5 -0.3995
C -0.1793 -0.1159 3.1503 0.0 0.5 0.5 -0.6080
H -1.7092 -1.8768 1.2411 0.1 -0.1 -0.4 0.2026
H -0.5100 -1.3846 -0.0424 -0.4 0.0 -0.1 0.2101
H 0.0088 -2.0998 1.4685 0.1 -0.1 -0.1 0.1978
H -1.5867 0.4508 1.6108 -0.1 0.2 0.0 0.1978
H 0.0979 0.5282 1.1375 0.0 0.1 0.0 0.1928
H 0.3022 0.8165 3.4808 -0.2 -0.1 -0.2 0.2078
H 0.5459 -0.9010 3.3403 0.1 -0.2 -0.2 0.2006
H -1.0023 -0.2704 3.8426 -0.2 -0.2 0.0 0.2025
C 1.3446 1.0643 -2.9793 0.1 0.7 -0.5 -0.6089
C 0.0189 0.5346 -2.4754 -0.6 -0.4 0.2 -0.6107
H 2.1236 1.1459 -2.2303 0.0 -0.1 0.3 0.2046
H 1.7378 0.4361 -3.7768 0.0 -0.2 0.0 0.2038
H 1.2514 2.0602 -3.4293 -0.1 -0.1 0.2 0.2016
H 0.1003 -0.5372 -2.2835 -0.1 0.0 0.1 0.2000
H -0.3997 0.9877 -1.5650 0.6 0.1 -0.1 0.2052
H -0.7827 0.6578 -3.2078 0.2 -0.1 -0.2 0.2047